Computed, not measured: a cluster of 4 separate species, C22H25ClFN5O3 in total in a non-equilibrium geometry, with wB97M-V/def2-TZVPD.

Last columns: bonded neighbours and bond lengths (Å).
CARTESIAN COORDINATES (ANGSTROEM)
1 N 1.2605 -0.1864 0.6035  C2 1.234, H15 1.020
2 C 0.2883 -0.9238 0.7878  N1 1.234, C3 1.504, H16 1.088
3 C -1.0647 -0.5609 0.2411  C2 1.504, C4 1.537, H17 1.080, H18 1.085
4 C -2.0843 -0.1749 1.3245  C3 1.537, Cl5 1.845, O6 1.413, C10 1.542
5 Cl -1.1543 0.2286 2.8662  C4 1.845
6 O -2.9580 -1.2026 1.7446  C4 1.413, C7 1.402
7 C -3.8344 -0.4959 2.5801  O6 1.402, O8 1.120, O9 1.357
8 O -4.1161 -0.7290 3.6388  C7 1.120
9 O -4.2358 0.5602 1.8288  C7 1.357, C10 1.474
10 C -3.0578 0.9897 1.0534  C4 1.542, O9 1.474, N11 1.451, C12 1.527
11 N -3.5452 1.1172 -0.3076  C10 1.451, H19 1.012, H20 1.013
12 C -2.7339 2.3635 1.6368  C10 1.527, C13 1.533, H21 1.079, H22 1.084
13 C -1.5183 3.0048 0.9568  C12 1.533, F14 1.384, H23 1.081, H24 1.080
14 F -1.8702 4.2832 0.5587  C13 1.384
15 H 2.0868 -0.5981 1.0363  N1 1.020
16 H 0.4425 -1.8594 1.3212  C2 1.088
17 H -0.8741 0.2661 -0.4274  C3 1.080
18 H -1.3882 -1.4408 -0.3054  C3 1.085
19 H -4.5078 0.8058 -0.3412  N11 1.012
20 H -3.5927 2.1073 -0.5154  N11 1.013
21 H -2.6299 2.3436 2.7105  C12 1.079
22 H -3.5655 3.0214 1.4112  C12 1.084
23 H -1.1980 2.4388 0.0927  C13 1.081
24 H -0.7100 3.1376 1.6612  C13 1.080
25 N 1.5376 3.5347 -2.6535  C26 1.332, C30 1.332
26 C 2.5933 4.3280 -2.8253  N25 1.332, C27 1.387, H31 1.085
27 C 2.6514 5.6401 -2.3802  C26 1.387, C28 1.385, H32 1.082
28 C 1.5487 6.1591 -1.7218  C27 1.385, C29 1.385, H33 1.083
29 C 0.4406 5.3501 -1.5335  C28 1.385, C30 1.386, H34 1.081
30 C 0.4888 4.0515 -2.0161  N25 1.332, C29 1.386, H35 1.085
31 H 3.4319 3.8811 -3.3484  C26 1.085
32 H 3.5373 6.2379 -2.5464  C27 1.082
33 H 1.5530 7.1797 -1.3600  C28 1.083
34 H -0.4411 5.7146 -1.0256  C29 1.081
35 H -0.3555 3.3820 -1.8901  C30 1.085
36 N -2.9639 -6.1729 0.0436  C37 1.332, C41 1.332
37 C -3.1184 -5.0073 0.6703  N36 1.332, C38 1.387, H42 1.085
38 C -3.2394 -3.7893 0.0170  C37 1.387, C39 1.386, H43 1.083
39 C -3.1934 -3.7837 -1.3682  C38 1.386, C40 1.385, H44 1.084
40 C -3.0315 -4.9852 -2.0387  C39 1.385, C41 1.386, H45 1.082
41 C -2.9239 -6.1458 -1.2877  N36 1.332, C40 1.386, H46 1.085
42 H -3.1453 -5.0606 1.7536  C37 1.085
43 H -3.3641 -2.8715 0.5788  C38 1.083
44 H -3.2829 -2.8540 -1.9183  C39 1.084
45 H -2.9902 -5.0235 -3.1189  C40 1.082
46 H -2.7995 -7.1096 -1.7699  C41 1.085
47 N 4.5637 -1.8859 1.5407  C48 1.333, C52 1.333
48 C 4.5809 -2.7358 0.5138  N47 1.333, C49 1.386, H53 1.085
49 C 5.6133 -2.8096 -0.4078  C48 1.386, C50 1.385, H54 1.081
50 C 6.6885 -1.9499 -0.2581  C49 1.385, C51 1.385, H55 1.083
51 C 6.6892 -1.0582 0.8014  C50 1.385, C52 1.386, H56 1.081
52 C 5.6082 -1.0682 1.6687  N47 1.333, C51 1.386, H57 1.085
53 H 3.7177 -3.3880 0.4335  C48 1.085
54 H 5.5743 -3.5216 -1.2207  C49 1.081
55 H 7.5147 -1.9747 -0.9574  C50 1.083
56 H 7.5092 -0.3699 0.9535  C51 1.081
57 H 5.5681 -0.3898 2.5140  C52 1.085

DFT total energy (Eh): -1912.83068
Total charge: 0
E_HOMO (Eh): -0.35612
Largest force on an atom (eV/A): 6.579
Orbital gap (eV): 10.34
ΔE to the lowest compared entry with this formula, charge and spin (kJ/mol): 242.74